# 1
Density functional theory data (wB97M-V/def2-TZVPD) for a structure of composition C18H26Br30F3NNbO4S2.

Output
Orbital gap (eV): 6.43
Molecular weight (Da): 2931.6
Charge: -1
E_LUMO (Ha): 0.03826
Energy relative to the best compared isomer or geometry (same formula, charge and spin) (kJ/mol): 145.16
HOMO (eV): -5.387

The geometry in XYZ format:
```
85
C18H26Br30F3NNbO4S2 wB97M-V/def2-TZVPD
O -2.0720 3.1616 2.9210
S -1.4948 2.6017 1.7255
O -1.4150 1.1784 1.7937
O 0.0044 3.1718 1.6112
C -2.4892 3.1930 0.3451
C -2.4020 2.3065 -0.9246
C -1.7010 3.0819 -2.0912
C -0.9804 2.1454 -3.1004
Nb 1.1918 1.7100 -2.6179
C 1.0509 -0.4852 -3.1228
C -0.1742 -1.2395 -2.5782
O -0.2303 -1.2940 -1.1524
N 0.8822 1.3981 -0.5221
C 1.8588 0.8324 -0.1228
S 3.0211 0.4306 0.9113
C 1.6137 3.9547 -2.2070
F 1.4221 4.3505 -0.8961
F 0.9324 4.8567 -2.9877
F 2.9422 4.2439 -2.4259
H -0.0616 4.1045 1.3364
H -3.5292 3.1837 0.6863
H -2.1769 4.2154 0.0958
H -3.4133 2.0736 -1.2818
H -1.8442 1.3738 -0.7625
H -1.0781 3.8873 -1.6794
H -2.5135 3.5876 -2.6481
H -1.6199 1.2574 -3.2425
H -0.9754 2.6634 -4.0722
H 2.9713 1.4342 -2.2764
H 1.6508 2.0456 -4.3589
H 1.9718 -1.0155 -2.8203
H 1.0198 -0.5802 -4.2259
H -1.1332 -0.9002 -3.0085
H -0.0767 -2.2906 -2.9231
H -0.5384 -2.1740 -0.8995
C -1.1234 2.7650 -7.9264
Br -0.2756 3.6735 -6.4582
Br -1.7574 1.0165 -7.4092
Br -2.5299 3.8288 -8.7188
H -0.3712 2.6172 -8.6890
C 1.7637 -4.3506 0.0206
Br 1.9780 -2.7365 1.0531
Br 0.0018 -5.1137 0.2450
Br 2.1671 -4.0655 -1.8449
H 2.4766 -5.0723 0.3963
C 0.0933 -2.1886 4.9206
Br -0.1711 -0.8315 3.5860
Br 1.9378 -2.2619 5.4942
Br -1.1045 -1.9833 6.4218
H -0.1388 -3.1395 4.4595
C 5.7220 -1.3330 -2.5647
Br 6.2341 -2.7863 -3.7389
Br 4.8083 0.0796 -3.5076
Br 4.6765 -1.9567 -1.0753
H 6.6358 -0.9155 -2.1637
C -5.2619 5.6764 2.1609
Br -5.0150 7.2571 3.2384
Br -7.0049 4.8924 2.4290
Br -4.9144 6.0230 0.2930
H -4.5292 4.9484 2.4917
C 5.6727 -1.2999 5.4806
Br 5.3651 -0.5929 3.7174
Br 6.9976 -2.7053 5.4696
Br 6.1163 0.0898 6.7444
H 4.7440 -1.7437 5.8122
C 8.2728 -5.8288 -1.9607
Br 8.4882 -4.2220 -0.9154
Br 6.5282 -6.6140 -1.7118
Br 8.6570 -5.5306 -3.8292
H 8.9990 -6.5426 -1.5976
C -1.8257 -5.8726 -3.5575
Br -2.6417 -4.7081 -2.2510
Br -0.7271 -4.8869 -4.7987
Br -0.8507 -7.3200 -2.7339
H -2.6285 -6.3187 -4.1278
C -10.5464 2.6029 2.2376
Br -10.8231 3.3641 0.4869
Br -9.2648 1.1633 2.1976
Br -10.0605 3.9507 3.5300
H -11.4903 2.1820 2.5554
C -0.7677 -3.1541 10.8552
Br -1.7192 -1.4937 10.6164
Br -1.7501 -4.6485 10.1302
Br 1.0198 -3.0589 10.1383
H -0.6768 -3.3193 11.9198
```

# 2
Density functional theory data (wB97M-V/def2-TZVPD) for a structure of composition C18H26Cl3F6Ge2O4PdSb.

Output
Expectation value of S²: 8.81
Orbital gap (spin up / spin down) (eV): 8.65 / 6.18
Molecular weight (Da): 900.1
Charge: +3
E_LUMO (spin up / spin down) (Ha): -0.36516 / -0.46656
2S+1: 6
HOMO (spin up / spin down) (eV): -18.583 / -18.875

The geometry in XYZ format:
```
61
C18H26Cl3F6Ge2O4PdSb wB97M-V/def2-TZVPD
Pd -2.5415 -0.2835 -2.8912
C 3.0447 1.8403 -2.1764
C 1.8960 1.0347 -2.7520
Ge 1.4818 -0.5106 -1.6096
C 2.9810 -1.9005 -2.3740
C 4.3712 -1.3982 -2.2729
C 1.6882 -0.5549 0.3092
C 0.9488 0.0700 1.2754
Ge -0.9979 0.4410 0.9636
C -1.8378 -1.2279 1.3615
C -1.3966 -1.9502 2.6448
C -1.5832 2.2351 1.2015
C -2.4384 2.4121 2.4737
C 1.4685 0.3491 2.5811
C 0.5934 0.4959 3.7115
C 1.0968 0.6918 4.9592
C 2.4965 0.8144 5.1331
C 3.3854 0.7340 4.0348
C 2.8847 0.5218 2.7880
H 3.2159 2.6801 -2.8567
H 3.9834 1.2913 -2.1318
H 2.8195 2.2654 -1.1987
H 2.0773 0.5929 -3.7285
H 0.9238 1.5266 -2.7423
H 2.5867 -2.0267 -3.3831
H 2.6796 -2.7005 -1.6913
H 4.5877 -0.5636 -2.9377
H 5.0042 -2.2330 -2.6295
H 4.7000 -1.1841 -1.2557
H 2.5814 -1.0968 0.6314
H -1.5958 -1.8306 0.4835
H -2.9063 -1.0267 1.3644
H -0.3242 -2.1499 2.6704
H -1.8991 -2.9142 2.7020
H -1.6870 -1.4045 3.5420
H -2.1681 2.4376 0.3014
H -0.6970 2.8708 1.1965
H -3.2514 1.6868 2.5206
H -2.9009 3.3965 2.4677
H -1.8414 2.3467 3.3823
H -0.4808 0.4316 3.5817
H 0.4415 0.7674 5.8170
H 2.8937 0.9897 6.1265
H 4.4496 0.8399 4.1980
H 3.5481 0.4767 1.9344
F -3.4212 0.1813 -0.8807
Sb -5.1822 0.8356 -1.6650
F -5.9619 -0.2186 -0.3824
F -4.9977 2.2648 -0.5243
F -4.6682 -0.7124 -2.7279
F -3.8891 1.6255 -2.8484
F -6.6034 1.2289 -2.7359
O -1.1466 1.2588 -1.8193
O -0.4950 0.4654 -0.9975
Cl -0.8532 -4.2407 -4.0356
C -1.5120 -2.7582 -3.5067
Cl -2.5063 -1.9445 -4.7859
Cl -2.6155 -2.8866 -2.0954
C -0.4070 -1.7289 -3.0541
O -0.2494 -0.7055 -3.7195
O 0.2268 -1.9489 -1.9472
```

# 3
Density functional theory data (wB97M-V/def2-TZVPD) for a structure of composition C18H26F2OSSi2.

Output
Orbital gap (eV): 9.58
Molecular weight (Da): 384.6
E_LUMO (Ha): 0.02531
HOMO (eV): -8.890

The geometry in XYZ format:
```
50
C18H26F2OSSi2 wB97M-V/def2-TZVPD
C 4.3114 -1.8219 -0.2113
C 3.4249 -1.5856 -1.4121
C 4.0592 -1.4427 -2.6517
C 3.3470 -1.2171 -3.8182
C 1.9557 -1.1373 -3.7613
C 1.3160 -1.2667 -2.5380
C 2.0242 -1.4836 -1.3493
C 1.2490 -1.5768 -0.0468
Si -0.0897 -0.2825 0.2421
C -1.8581 -0.8725 0.1047
C -2.2492 -1.5858 -1.2064
C -3.7665 -1.4934 -1.4166
C -1.7733 -3.0519 -1.2488
O 0.0543 1.0105 -0.8059
Si 1.0876 2.2646 -0.6692
F 0.3328 3.5224 -1.3190
S 2.9565 1.9809 -1.6022
H 4.8940 -0.9258 0.0200
H 5.0150 -2.6302 -0.4222
H 3.7610 -2.1037 0.6847
H 5.1423 -1.5105 -2.6963
H 3.8632 -1.1086 -4.7646
H 1.3702 -0.9687 -4.6578
H 0.2371 -1.1771 -2.5005
H 1.9244 -1.4699 0.8061
H 0.8141 -2.5776 0.0380
H 0.1148 0.2629 1.6061
H -2.4619 0.0400 0.1938
H -2.1050 -1.5116 0.9596
H -1.7929 -1.0393 -2.0395
H -4.2979 -1.8619 -0.5355
H -4.0755 -2.0910 -2.2797
H -4.0755 -0.4619 -1.6050
H -1.1608 -3.2643 -2.1260
H -2.6321 -3.7288 -1.2636
H -1.1914 -3.3113 -0.3605
H 1.3588 2.5631 0.7421
H 2.4765 1.6153 -2.7982
F -3.2934 0.7752 3.8606
C -2.6255 1.9484 3.8778
C -2.6714 2.7236 5.0185
C -1.9802 3.9268 5.0249
C -1.2638 4.3332 3.9075
C -1.2357 3.5313 2.7750
C -1.9188 2.3237 2.7540
H -3.2382 2.3868 5.8756
H -2.0039 4.5493 5.9094
H -0.7311 5.2743 3.9181
H -0.6864 3.8506 1.8992
H -1.9119 1.6770 1.8883
```